This record from the Open Molecules 2025 dataset describes a structure of composition C29H41F5OP2Tm at a distorted geometry. The level of theory is ωB97M-V/def2-TZVPD.

XYZ file:
```
79
Properties=species:S:1:pos:R:3:mulliken_spin:R:1
Tm -0.063 -0.798 -0.249 2.026
C 0.786 3.493 0.248 -0.003
C -0.590 3.154 0.352 0.002
C 0.464 2.528 2.304 0.000
C 1.443 3.056 1.429 -0.001
C -0.796 2.592 1.646 0.000
C 1.427 4.241 -0.856 0.000
H 0.851 4.175 -1.787 0.000
H 2.444 3.873 -1.054 0.000
H 1.519 5.313 -0.612 0.000
C 2.892 3.170 1.695 0.001
H 3.445 3.352 0.767 0.000
H 3.289 2.254 2.147 0.000
H 3.108 4.002 2.378 0.000
C 0.698 1.992 3.659 0.000
H 1.161 2.741 4.317 0.000
H 1.371 1.126 3.623 0.000
H -0.241 1.674 4.124 0.000
C -2.078 2.139 2.223 -0.001
H -2.414 2.776 3.060 0.000
H -1.993 1.109 2.626 -0.001
H -2.878 2.134 1.472 0.000
C -1.618 3.364 -0.694 0.001
H -1.958 4.412 -0.740 0.000
H -2.500 2.737 -0.513 0.000
H -1.230 3.103 -1.692 0.000
C 0.571 -1.803 -2.202 -0.001
C 0.181 -1.084 -3.521 0.002
C -1.186 -0.438 -3.815 -0.001
C -2.313 -0.506 -2.788 0.000
C -2.012 -0.078 -1.319 -0.005
C -2.353 -1.247 -0.285 -0.012
C -1.475 -2.576 -0.313 0.004
C -0.663 -2.841 -1.580 -0.009
H -1.569 -0.950 -4.719 0.000
H -2.798 -1.498 -2.797 0.000
H -1.022 0.603 -4.137 0.000
H -1.354 -2.991 -2.420 0.000
H 1.241 -2.644 -2.481 0.000
H 0.377 -1.761 -4.374 0.000
H -0.148 -3.806 -1.436 -0.001
H -0.853 -2.660 0.636 0.000
H -3.375 -1.559 -0.590 0.003
H -2.156 -3.419 -0.192 -0.001
H -3.070 0.211 -3.152 0.000
H -2.775 0.684 -1.090 -0.001
P 1.723 -0.040 -3.465 0.000
C 3.271 -0.639 -4.116 0.000
C 1.464 1.728 -3.397 0.000
P -3.050 -0.839 1.626 0.000
C 1.608 -0.690 -1.768 -0.007
C -4.821 -0.440 1.535 0.000
C -3.292 -2.565 2.136 0.000
H 3.783 -1.223 -3.336 0.000
H 3.923 0.208 -4.384 0.000
H 3.114 -1.276 -5.000 0.000
H 0.757 2.019 -2.601 0.000
H 1.102 2.110 -4.364 0.000
H 2.420 2.221 -3.168 0.000
H -3.944 -3.054 1.399 0.000
H -3.797 -2.522 3.111 0.000
H -2.350 -3.117 2.253 0.000
H 2.527 -1.067 -1.297 0.001
H -1.063 0.580 -1.303 0.002
H -5.127 -0.186 2.563 0.000
H -5.366 -1.334 1.210 0.000
H -5.029 0.417 0.884 0.000
F 4.292 -4.508 4.266 0.000
C 3.488 -3.664 3.595 0.000
C 2.468 -4.180 2.794 0.000
F 2.273 -5.514 2.717 0.000
C 1.689 -3.316 2.058 0.001
F 0.825 -3.866 1.138 0.000
C 1.829 -1.911 2.147 0.001
O 1.064 -1.086 1.476 0.000
C 2.875 -1.425 2.962 0.000
F 3.131 -0.086 2.989 0.000
C 3.697 -2.283 3.661 0.000
F 4.729 -1.801 4.388 0.000
```

The calculation puts the frontier orbital gap (alpha / beta) at 4.214 / 4.228 eV. Its total energy is -94466.6827 eV. The total charge is +1. The calculation puts the HOMO energy (alpha / beta) at -7.48 / -7.48 eV. As for the multiplicity: 3.